[1]
ORCA calculation (wB97M-V/def2-TZVPD) on a 2-piece molecular cluster, C3H8F3NSi overall.

Element x y z (Å)
1 C 0.71115 0.71478 -1.15827
2 Si -0.37052 -0.24594 -0.12749
3 C -1.54282 -0.10139 1.33767
4 N -0.48274 -1.95009 -0.24934
5 H 1.29550 0.22975 -2.02962
6 H 0.77946 1.77859 -0.98160
7 H -1.45062 0.91160 1.67014
8 H -2.59518 -0.08681 1.15079
9 H -1.44485 -0.68212 2.33220
10 H -0.00854 -2.26121 -1.15824
11 H -0.11594 -2.59664 0.49135
12 F 3.25269 -0.40636 1.22257
13 C 3.50457 0.25251 0.07171
14 F 4.15694 -0.51420 -0.69540
15 F 4.27904 1.39090 0.38390
16 H 2.67052 0.82518 -0.36046

For the orbital gap, the calculation gives 0.317 hartree. As for the energy above the lowest of the compared OMol25 structures with the same formula, charge and spin: 41.2 kcal/mol. For the total energy, the calculation gives -762.89247 a.u. Its structure (SMILES) is C=[Si](C)N.FC(F)F.

---

[2]
ORCA calculation (wB97M-V/def2-TZVPD) on C3H8FKO3SZn as an isolated structure.

Element x y z (Å)
1 Zn 3.25460 0.92109 -3.97806
2 K -1.07418 0.67939 -5.16636
3 F 1.40175 -0.00170 -4.24030
4 O -2.17064 -1.33049 -0.84778
5 S -0.97930 -0.49759 -0.49862
6 O -0.83901 0.83234 -1.10102
7 O -0.75167 -0.43032 1.15657
8 C -0.19195 0.72099 1.68809
9 C -0.37493 0.65681 3.14807
10 C 0.55401 -1.40129 -0.78966
11 H -0.64845 1.63489 1.30796
12 H 0.83594 0.84617 1.34770
13 H 0.06600 -0.28848 3.46446
14 H -1.41386 0.55337 3.46116
15 H 0.06133 1.54465 3.60579
16 H 0.51649 -1.45202 -1.87783
17 H 0.41126 -2.28574 -0.16880
18 H 1.34260 -0.70215 -0.51139

For the orbital gap, the calculation gives 0.085 hartree. As for the energy above the lowest of the compared OMol25 structures with the same formula, charge and spin: 0.0 kcal/mol. For the total energy, the calculation gives -3221.40172 a.u. Its net charge is +2.